Here is a cluster of 12 separate species, C36H86F12N14O32S12 in total at a distorted geometry from the Open Molecules 2025 dataset. Energies are from ωB97M-V/def2-TZVPD.

Its charge is 0. Its gap between HOMO and LUMO is 0.147 Eh. The calculation puts the largest force on an atom at 11.560 eV/Å. As for the spin multiplicity: 1. Its molar mass is 1839.9 g mol⁻¹. As for the energy: -287717.1317 eV.

```
192
Properties=species:S:1:pos:R:3:mulliken_charge:R:1
C 2.367 5.870 -6.293 -0.962
C 2.268 6.858 -5.026 -0.388
N 1.086 6.442 -4.225 0.341
C 0.002 7.302 -3.998 -0.763
C -0.987 6.536 -3.297 -0.293
N -0.410 5.338 -2.972 0.825
C 0.889 5.244 -3.528 -0.830
C -1.017 4.386 -2.146 0.433
H 1.473 5.981 -6.907 0.324
H 2.541 4.830 -6.019 0.201
H 3.186 6.139 -6.960 0.416
H 2.047 7.865 -5.379 0.272
H 3.180 6.754 -4.438 0.291
H 0.014 8.286 -4.444 0.401
H -1.969 6.830 -2.955 0.540
H 1.591 4.437 -3.380 0.611
H -0.951 3.366 -2.524 -0.451
H -2.083 4.594 -2.052 0.164
H -0.524 4.409 -1.174 -0.246
C 1.907 -0.129 0.039 -1.111
C 1.215 1.302 0.137 0.697
N -0.191 1.125 -0.010 1.362
C -0.886 0.943 -1.145 -1.491
C -2.247 0.658 -0.771 -0.789
N -2.300 0.553 0.578 0.970
C -1.042 0.815 1.048 -0.813
C -3.460 0.432 1.384 -0.366
H 1.449 -0.792 -0.695 0.428
H 1.635 -0.696 0.929 0.189
H 2.996 -0.167 -0.007 0.322
H 1.604 1.917 -0.676 0.147
H 1.438 1.820 1.069 -0.850
H -0.346 0.993 -2.079 0.961
H -3.167 0.429 -1.288 0.776
H -0.790 0.871 2.097 0.134
H -3.177 0.844 2.352 -0.114
H -3.606 -0.639 1.525 0.155
H -4.322 0.978 1.001 0.236
C -2.058 -3.478 -6.033 -0.636
O -3.057 -3.428 -4.947 -0.456
C -2.714 -2.455 -3.924 -0.250
C -2.637 -0.992 -4.423 0.913
N -4.000 -0.489 -4.957 0.420
H -4.619 -1.214 -5.292 0.567
H -4.474 0.032 -4.233 0.209
C -4.049 0.645 -6.047 -0.224
C -3.422 0.225 -7.378 -0.762
O -3.694 -1.179 -7.779 -0.283
C -3.485 -1.442 -9.161 -0.846
H -2.403 -4.079 -6.875 0.313
H -1.194 -4.051 -5.697 0.278
H -1.715 -2.542 -6.474 0.198
H -1.763 -2.696 -3.448 0.313
H -3.407 -2.544 -3.088 0.218
H -1.945 -0.772 -5.236 -0.176
H -2.490 -0.241 -3.647 -0.636
H -3.558 1.485 -5.555 -0.023
H -5.098 0.851 -6.256 0.527
H -2.340 0.352 -7.341 0.270
H -3.753 0.852 -8.206 0.589
H -3.769 -2.491 -9.243 0.267
H -2.453 -1.227 -9.440 0.314
H -4.221 -0.883 -9.738 0.342
C 3.066 -2.803 3.935 -0.345
O 4.479 -2.877 3.630 -0.272
C 5.212 -3.905 4.233 0.467
C 6.587 -3.952 3.729 -0.984
N 6.713 -3.567 2.216 -0.148
H 6.208 -2.727 1.973 0.384
H 7.686 -3.320 2.106 0.443
C 6.292 -4.675 1.222 0.011
C 6.229 -3.991 -0.147 -0.731
O 5.519 -2.792 -0.027 -0.310
C 5.527 -1.905 -1.130 -0.898
H 2.775 -2.455 4.926 0.381
H 2.608 -3.759 3.679 0.252
H 2.598 -2.099 3.247 -0.207
H 4.806 -4.887 3.990 -0.437
H 5.294 -3.972 5.318 0.544
H 7.004 -4.940 3.920 0.306
H 7.150 -3.191 4.270 0.456
H 5.366 -5.167 1.522 -0.365
H 7.166 -5.311 1.359 0.586
H 5.761 -4.707 -0.823 0.317
H 7.266 -3.918 -0.474 0.587
H 6.532 -1.689 -1.492 0.440
H 5.037 -0.996 -0.780 0.186
H 4.922 -2.131 -2.008 0.355
C -3.519 4.696 0.609 -0.675
O -3.284 4.518 2.006 -0.546
C -1.898 4.116 2.241 1.842
C -1.472 4.797 3.546 -0.969
N -0.054 4.222 3.938 1.630
H -0.154 3.225 4.062 0.226
H 0.568 4.254 3.143 -0.591
C 0.810 4.783 5.079 -0.324
C 0.607 6.343 5.232 -0.687
O -0.776 6.718 5.474 -0.345
C -1.025 8.145 5.492 -0.790
H -3.457 3.714 0.139 0.139
H -2.931 5.425 0.052 0.327
H -4.553 4.901 0.335 0.475
H -1.233 4.271 1.392 -0.179
H -1.867 3.056 2.491 -0.680
H -2.176 4.577 4.349 0.322
H -1.437 5.877 3.406 0.466
H 1.828 4.502 4.811 0.428
H 0.455 4.196 5.926 0.440
H 0.904 6.926 4.360 0.364
H 1.127 6.684 6.127 0.466
H -2.094 8.179 5.702 0.265
H -0.862 8.527 4.484 0.321
H -0.616 8.790 6.271 0.319
C 4.668 -6.605 6.174 -0.763
O 3.653 -7.049 5.327 -0.298
C 3.925 -8.323 4.664 -0.549
C 2.836 -8.540 3.533 -0.552
N 3.222 -7.710 2.281 0.089
H 3.286 -6.727 2.505 0.008
H 4.157 -7.829 1.919 0.461
C 2.302 -7.745 1.107 -0.843
C 2.422 -6.336 0.345 -0.447
O 2.343 -5.257 1.286 -0.299
C 2.441 -4.026 0.612 -0.276
H 4.331 -5.765 6.782 0.325
H 5.586 -6.332 5.654 0.154
H 5.140 -7.325 6.844 0.415
H 3.882 -9.187 5.327 0.458
H 4.955 -8.278 4.310 0.350
H 1.818 -8.271 3.815 0.374
H 2.951 -9.513 3.056 0.437
H 1.239 -7.888 1.299 0.371
H 2.673 -8.588 0.524 0.452
H 1.748 -6.139 -0.489 0.482
H 3.324 -6.247 -0.262 0.242
H 3.441 -3.623 0.453 0.015
H 1.999 -3.238 1.221 -0.207
H 1.971 -4.008 -0.372 0.559
N 1.028 2.067 -3.664 0.304
S 2.646 1.791 -4.095 0.768
O 3.461 2.998 -4.301 -0.626
O 2.915 0.636 -4.938 -0.554
F 3.089 1.358 -2.612 -0.196
S 0.499 1.842 -5.040 0.967
O 0.213 0.420 -5.243 -0.635
O 1.086 2.583 -6.164 -0.645
F -1.023 2.486 -4.951 -0.313
N -2.975 -4.263 -0.636 -0.523
S -1.611 -3.360 -0.209 1.193
O -1.312 -3.099 1.200 -0.437
O -1.189 -2.328 -1.128 -0.550
F -0.642 -4.584 -0.636 -0.335
S -3.905 -3.365 0.092 0.935
O -4.296 -2.125 -0.576 -0.344
O -3.952 -3.369 1.534 -0.502
F -5.166 -4.262 -0.199 -0.392
N -7.582 -2.293 3.986 -0.475
S -7.563 -3.536 2.868 1.116
O -6.299 -4.245 2.602 -0.488
O -8.628 -3.465 1.865 -0.600
F -8.315 -4.638 3.796 -0.334
S -6.711 -1.350 3.071 1.065
O -7.088 -1.092 1.678 -0.442
O -5.278 -1.184 3.461 -0.443
F -7.274 0.067 3.698 -0.401
N -5.171 1.127 -3.179 -0.339
S -5.217 2.789 -3.203 0.956
O -5.316 3.481 -1.933 -0.526
O -5.573 3.399 -4.472 -0.673
F -3.612 2.858 -3.268 -0.175
S -6.449 0.966 -2.397 0.819
O -7.701 1.291 -3.055 -0.700
O -6.290 1.149 -0.934 -0.469
F -6.397 -0.638 -2.498 -0.309
N -0.621 1.648 4.579 -0.224
S -1.824 1.208 5.323 0.934
O -1.979 1.826 6.639 -0.714
O -2.359 -0.114 5.057 -0.487
F -2.892 2.088 4.494 -0.270
S 0.342 0.243 4.827 0.613
O 0.462 -0.728 3.732 -0.423
O 0.302 -0.305 6.175 -0.609
F 1.795 0.951 4.782 -0.302
N 1.561 4.424 1.801 -0.329
S 1.879 5.486 0.809 0.861
O 2.323 5.162 -0.565 -0.593
O 2.473 6.672 1.331 -0.770
F 0.390 5.977 0.554 -0.317
S 3.193 4.077 2.194 0.870
O 3.873 4.862 3.204 -0.625
O 3.995 3.459 1.123 -0.598
F 2.585 2.836 3.091 -0.106
```